Here is 14 unconnected molecules or ions with the total composition C47H79BN14O6P2 at a distorted geometry from the OMol25 dataset. Energies are from the ωB97M-V functional and the def2-TZVPD basis.

The charge is 0. The calculation puts the LUMO energy at 0.062 eV. As for the strongest force on any atom: 2.6 eV/Å. The HOMO energy comes out at -7.05 eV. As for the total energy: -102416.3986 eV. The value obtained for the frontier orbital gap is 7.1 eV.

Geometry (Å):
C: -2.69 3.79 -1.77
C: -1.70 2.65 -1.49
P: -2.06 1.94 0.19
C: -2.82 0.29 -0.18
C: -0.43 1.76 1.10
P: -0.32 3.44 2.07
C: -2.00 4.20 2.22
C: 0.60 4.74 1.12
C: 0.78 1.24 0.30
C: 0.44 0.18 -0.79
C: 1.78 2.22 -0.34
C: 2.95 1.59 -1.13
C: 2.83 1.66 -2.67
C: 3.27 3.07 -3.17
C: 2.34 3.73 -4.20
C: 0.91 3.94 -3.70
C: -0.08 4.32 -4.81
C: -0.37 3.22 -5.86
C: -0.24 1.79 -5.33
O: -0.45 0.89 -6.42
C: 0.47 -0.18 -6.39
O: 1.65 0.44 1.20
C: 0.73 -0.37 1.85
O: 0.81 -1.55 2.00
C: -0.37 0.63 2.27
N: 0.35 1.32 3.43
C: 0.91 0.62 4.25
O: 1.54 -0.07 4.94
B: -1.69 0.16 3.01
O: -2.87 0.87 3.05
O: -1.65 -1.09 3.64
H: -2.39 4.73 -1.30
H: -3.69 3.50 -1.43
H: -2.74 3.97 -2.85
H: -0.69 3.05 -1.56
H: -1.83 1.89 -2.27
H: -2.40 -0.55 0.40
H: -2.76 0.02 -1.24
H: -3.88 0.36 0.07
H: -2.74 3.49 2.57
H: -2.33 4.65 1.28
H: -1.88 5.02 2.94
H: 0.30 5.71 1.53
H: 1.66 4.63 1.32
H: 0.45 4.72 0.04
H: -0.42 -0.43 -0.50
H: 0.18 0.70 -1.71
H: 1.26 -0.52 -0.92
H: 2.23 2.77 0.49
H: 1.32 2.98 -0.98
H: 3.85 2.17 -0.88
H: 3.19 0.57 -0.81
H: 3.52 0.92 -3.07
H: 1.83 1.36 -3.00
H: 4.24 2.93 -3.65
H: 3.45 3.75 -2.32
H: 2.30 3.12 -5.11
H: 2.76 4.72 -4.45
H: 0.88 4.74 -2.95
H: 0.61 3.03 -3.17
H: -1.01 4.70 -4.38
H: 0.35 5.17 -5.35
H: 0.29 3.31 -6.72
H: -1.42 3.33 -6.17
H: 0.74 1.61 -4.88
H: -1.01 1.56 -4.57
H: 0.50 -0.67 -5.40
H: 1.48 0.16 -6.67
H: 0.13 -0.93 -7.11
H: -2.96 1.30 3.91
H: -1.57 -0.93 4.59
C: -4.49 -2.64 5.42
C: -4.39 -1.26 5.86
N: -4.26 -0.15 6.16
H: -4.59 -3.30 6.28
H: -5.34 -2.76 4.76
H: -3.58 -2.91 4.88
C: -6.52 -1.87 -0.96
C: -5.84 -0.73 -1.56
N: -5.31 0.17 -2.04
H: -5.81 -2.68 -0.81
H: -6.93 -1.58 0.01
H: -7.33 -2.20 -1.60
C: -2.46 -2.93 -7.30
C: -1.33 -3.29 -6.45
N: -0.44 -3.57 -5.78
H: -2.30 -3.31 -8.31
H: -3.38 -3.35 -6.90
H: -2.55 -1.85 -7.33
C: 2.67 -4.23 -4.18
C: 2.73 -2.83 -3.78
N: 2.78 -1.73 -3.47
H: 2.57 -4.86 -3.29
H: 1.80 -4.39 -4.83
H: 3.57 -4.50 -4.72
C: 4.30 -1.25 2.23
C: 5.15 -0.74 1.16
N: 5.83 -0.34 0.33
H: 4.92 -1.63 3.04
H: 3.66 -0.46 2.60
H: 3.68 -2.06 1.85
C: 3.01 -2.93 -8.03
C: 3.86 -3.99 -7.51
N: 4.52 -4.83 -7.10
H: 2.24 -3.35 -8.67
H: 2.53 -2.40 -7.20
H: 3.60 -2.22 -8.60
C: -0.05 3.49 7.47
C: -0.47 4.32 6.32
N: -0.80 4.96 5.43
H: 0.81 2.90 7.19
H: 0.21 4.15 8.28
H: -0.87 2.84 7.76
C: 7.49 0.31 3.51
C: 8.78 0.53 4.16
N: 9.79 0.70 4.68
H: 7.65 -0.02 2.48
H: 6.93 -0.46 4.05
H: 6.92 1.23 3.50
C: -5.47 0.06 -8.23
C: -4.95 -0.58 -7.03
N: -4.54 -1.08 -6.08
H: -6.34 -0.49 -8.59
H: -5.77 1.08 -8.01
H: -4.71 0.07 -9.01
C: 1.48 1.10 11.51
C: 1.10 2.01 10.44
N: 0.80 2.73 9.59
H: 2.33 0.49 11.19
H: 1.76 1.67 12.39
H: 0.64 0.45 11.76
C: 2.20 -4.57 1.00
C: 1.91 -4.83 -0.41
N: 1.68 -5.03 -1.51
H: 1.51 -5.12 1.63
H: 3.22 -4.89 1.23
H: 2.10 -3.51 1.21
C: -1.04 -4.92 3.86
C: -2.20 -5.53 4.50
N: -3.13 -6.00 4.99
H: -0.13 -5.42 4.21
H: -1.11 -5.04 2.78
H: -0.98 -3.86 4.10
C: -2.86 -5.96 8.64
C: -3.15 -4.54 8.45
N: -3.38 -3.43 8.25
H: -3.24 -6.53 7.80
H: -1.78 -6.10 8.71
H: -3.32 -6.31 9.56

=====

Here is 13 unconnected molecules or ions with the total composition C47H79F5O23 at a distorted geometry from the OMol25 dataset. Energies are from the ωB97M-V functional and the def2-TZVPD basis.

The charge is 0. The calculation puts the LUMO energy at 0.284 eV. As for the strongest force on any atom: 5.0 eV/Å. The HOMO energy comes out at -9.16 eV. As for the total energy: -110695.1591 eV. The value obtained for the frontier orbital gap is 9.4 eV.

Geometry (Å):
C: 18.28 21.22 9.67
C: 18.54 21.69 8.29
O: 17.33 21.35 7.68
C: 16.79 20.26 8.34
O: 15.83 19.60 7.89
O: 17.44 20.10 9.50
F: 19.55 21.03 7.73
H: 17.80 22.04 10.21
H: 19.18 21.02 10.26
H: 18.69 22.76 8.14
C: 21.59 19.95 13.40
C: 21.31 18.70 14.26
O: 20.09 18.19 13.86
C: 19.44 19.17 13.18
O: 18.36 19.05 12.63
O: 20.25 20.26 13.02
F: 21.24 18.94 15.56
H: 22.19 19.71 12.52
H: 22.16 20.76 13.87
H: 22.06 17.96 13.99
C: 20.41 15.85 9.22
C: 19.41 16.93 9.55
O: 20.35 17.98 9.96
C: 21.59 17.47 10.19
O: 22.56 18.10 10.60
O: 21.57 16.13 10.00
F: 18.58 16.60 10.58
H: 20.65 15.70 8.17
H: 20.07 14.87 9.56
H: 18.88 17.11 8.62
C: 15.45 17.40 11.38
C: 13.97 17.18 11.24
O: 13.83 16.01 12.09
C: 14.99 15.44 12.25
O: 15.20 14.37 12.85
O: 16.00 16.17 11.75
F: 13.81 16.75 10.02
H: 15.59 18.22 12.09
H: 15.87 17.76 10.44
H: 13.28 17.98 11.49
C: 15.89 16.41 15.92
C: 15.60 17.21 17.22
O: 14.82 18.26 16.71
C: 14.92 18.27 15.33
O: 14.39 19.12 14.65
O: 15.65 17.30 14.92
F: 16.74 17.48 17.81
H: 15.15 15.61 15.85
H: 16.88 15.96 15.95
H: 14.97 16.67 17.94
C: 16.48 13.37 8.68
C: 16.89 14.60 8.06
C: 15.70 15.08 7.23
O: 14.62 14.23 7.57
C: 14.95 13.47 8.76
H: 17.02 13.14 9.59
H: 16.76 12.53 8.03
H: 17.71 14.40 7.37
H: 17.32 15.35 8.72
H: 15.84 14.81 6.18
H: 15.47 16.14 7.36
H: 14.47 12.50 8.66
H: 14.59 14.01 9.63
C: 11.38 12.34 11.73
C: 11.86 13.38 10.75
C: 10.90 14.49 10.85
O: 9.63 13.84 11.07
C: 9.90 12.74 12.00
H: 11.85 12.31 12.71
H: 11.28 11.35 11.29
H: 11.93 13.03 9.72
H: 12.79 13.79 11.14
H: 10.89 15.17 10.00
H: 11.11 15.22 11.63
H: 9.25 11.90 11.77
H: 9.71 13.04 13.02
C: 19.64 13.85 13.04
C: 18.83 12.88 13.82
C: 18.30 13.57 15.07
O: 19.16 14.70 15.15
C: 19.36 15.17 13.78
H: 19.29 13.88 12.00
H: 20.70 13.62 13.02
H: 19.47 12.04 14.08
H: 18.00 12.46 13.23
H: 18.34 13.01 16.01
H: 17.26 13.87 14.92
H: 20.24 15.81 13.71
H: 18.50 15.73 13.42
C: 14.14 22.55 10.11
C: 14.39 22.59 11.64
C: 14.10 21.10 12.12
O: 13.76 20.45 10.95
C: 13.26 21.34 9.93
H: 15.05 22.54 9.50
H: 13.53 23.41 9.83
H: 13.61 23.24 12.04
H: 15.32 22.99 12.04
H: 13.43 21.02 12.97
H: 15.05 20.70 12.48
H: 12.20 21.59 9.98
H: 13.45 20.91 8.95
C: 13.39 11.93 16.69
C: 14.09 11.66 15.40
C: 15.55 11.61 15.77
O: 15.65 12.53 16.86
C: 14.35 12.76 17.50
H: 13.31 11.01 17.26
H: 12.42 12.42 16.56
H: 13.93 12.44 14.66
H: 13.76 10.72 14.95
H: 16.22 11.97 14.99
H: 15.80 10.61 16.12
H: 14.20 13.83 17.30
H: 14.31 12.50 18.55
C: 10.15 18.70 11.07
C: 9.72 17.79 12.22
C: 8.53 18.56 12.87
O: 8.67 19.87 12.44
C: 9.86 20.08 11.60
H: 9.62 18.55 10.13
H: 11.16 18.57 10.69
H: 10.56 17.63 12.89
H: 9.33 16.84 11.84
H: 8.67 18.46 13.95
H: 7.52 18.29 12.57
H: 10.67 20.36 12.28
H: 9.77 20.83 10.81
C: 10.86 15.34 14.98
C: 10.57 16.39 16.08
C: 11.88 16.58 16.82
O: 12.79 15.70 16.17
C: 12.36 15.57 14.79
H: 10.26 15.40 14.06
H: 10.71 14.33 15.36
H: 9.82 16.12 16.83
H: 10.38 17.40 15.72
H: 11.76 16.32 17.87
H: 12.18 17.63 16.84
H: 12.94 14.83 14.25
H: 12.62 16.43 14.17
C: 16.62 8.74 11.29
C: 16.44 10.19 10.99
C: 15.74 10.64 12.29
O: 16.43 9.88 13.27
C: 16.78 8.65 12.79
H: 17.45 8.20 10.82
H: 15.73 8.17 11.05
H: 15.97 10.38 10.02
H: 17.38 10.74 10.99
H: 14.68 10.41 12.39
H: 15.89 11.69 12.54
H: 16.26 7.80 13.25
H: 17.85 8.51 12.95

=====

Here is a molecular structure, C47H84Cl21N5O4 at a distorted geometry from the OMol25 dataset. Energies are from the ωB97M-V functional and the def2-TZVPD basis.

The charge is 0. The calculation puts the LUMO energy (spin up / spin down) at 0.210 / -0.442 eV. As for the strongest force on any atom: 6.2 eV/Å. The HOMO energy (spin up / spin down) comes out at -8.23 / -8.23 eV. As for the total energy: -328699.0454 eV. The spin multiplicity is 5. The value obtained for the frontier orbital gap (spin up / spin down) is 8.4 / 7.8 eV.

Geometry (Å):
C: -19.59 -24.20 27.16
Cl: -20.90 -23.72 26.05
Cl: -18.37 -22.87 27.05
Cl: -18.63 -25.54 26.57
H: -19.90 -24.34 28.19
C: -16.41 -29.74 16.68
Cl: -15.47 -28.55 15.68
Cl: -16.76 -28.92 18.25
Cl: -15.52 -31.26 16.94
H: -17.39 -29.81 16.20
C: -27.48 -23.65 4.55
Cl: -27.51 -25.40 4.51
Cl: -26.04 -22.81 5.08
Cl: -28.97 -23.25 5.53
H: -27.60 -23.35 3.51
C: -27.76 -17.08 24.04
Cl: -27.20 -17.75 25.58
Cl: -26.66 -17.43 22.71
Cl: -28.19 -15.42 24.21
H: -28.68 -17.58 23.72
C: -35.21 -29.63 18.77
Cl: -33.64 -28.89 19.21
Cl: -35.78 -28.91 17.25
Cl: -36.38 -29.44 20.09
H: -35.14 -30.72 18.69
C: -21.52 -32.13 22.10
Cl: -22.89 -32.88 21.27
Cl: -20.07 -33.17 22.12
Cl: -21.84 -31.53 23.70
H: -21.23 -31.25 21.52
C: -29.59 -14.57 12.01
Cl: -28.83 -14.59 13.69
Cl: -31.10 -13.64 12.23
Cl: -29.91 -16.19 11.36
H: -28.94 -14.04 11.32
C: -17.28 -27.51 3.36
C: -17.70 -27.02 4.81
C: -17.17 -28.07 5.78
C: -15.73 -27.95 6.20
C: -15.43 -26.54 6.79
C: -16.01 -25.41 5.83
N: -17.31 -25.64 5.15
O: -17.89 -24.65 4.28
C: -16.12 -24.21 6.78
C: -14.89 -25.10 4.86
C: -19.28 -27.12 4.95
H: -17.80 -26.94 2.58
H: -17.54 -28.53 3.10
H: -16.21 -27.35 3.18
H: -17.74 -28.14 6.71
H: -17.24 -29.04 5.29
H: -15.10 -28.16 5.34
H: -15.50 -28.67 7.00
H: -14.35 -26.53 6.88
H: -15.93 -26.49 7.76
H: -16.26 -23.26 6.27
H: -16.84 -24.37 7.59
H: -15.21 -24.15 7.37
H: -15.27 -24.48 4.05
H: -14.00 -24.64 5.30
H: -14.46 -26.05 4.54
H: -19.93 -26.36 4.51
H: -19.46 -27.22 6.03
H: -19.57 -28.08 4.53
C: -25.03 -25.22 12.84
C: -23.90 -24.61 13.77
C: -24.28 -23.12 13.79
C: -25.40 -22.81 14.80
C: -24.90 -23.23 16.19
C: -24.70 -24.73 16.20
N: -23.85 -25.17 15.10
O: -23.55 -26.61 15.14
C: -24.07 -25.01 17.60
C: -26.11 -25.36 16.32
C: -22.50 -24.69 13.07
H: -26.01 -24.82 13.10
H: -25.16 -26.29 12.96
H: -24.75 -24.96 11.82
H: -23.38 -22.59 14.08
H: -24.57 -22.81 12.78
H: -26.26 -23.44 14.56
H: -25.67 -21.75 14.86
H: -25.63 -22.93 16.95
H: -24.01 -22.64 16.37
H: -23.02 -24.72 17.68
H: -24.69 -24.58 18.38
H: -24.05 -26.08 17.79
H: -26.62 -24.77 17.09
H: -26.71 -25.31 15.41
H: -26.01 -26.41 16.61
H: -21.77 -24.41 13.83
H: -22.49 -24.05 12.19
H: -22.33 -25.75 12.84
C: -18.60 -16.25 19.48
C: -17.41 -17.22 19.18
C: -18.03 -18.59 19.58
C: -17.09 -19.78 19.34
C: -16.78 -19.88 17.87
C: -16.20 -18.52 17.25
N: -17.01 -17.31 17.69
O: -16.57 -16.08 17.08
C: -14.70 -18.32 17.77
C: -16.25 -18.72 15.73
C: -16.28 -16.88 20.16
H: -18.35 -15.20 19.59
H: -19.06 -16.52 20.43
H: -19.47 -16.22 18.81
H: -18.41 -18.59 20.61
H: -18.99 -18.66 19.06
H: -17.67 -20.64 19.66
H: -16.20 -19.55 19.92
H: -17.65 -20.16 17.28
H: -16.06 -20.68 17.69
H: -14.02 -18.94 17.19
H: -14.37 -17.33 17.44
H: -14.57 -18.46 18.84
H: -17.29 -18.79 15.39
H: -15.64 -17.92 15.31
H: -15.73 -19.62 15.41
H: -15.61 -17.64 20.57
H: -16.75 -16.44 21.04
H: -15.64 -16.08 19.79
C: -22.37 -35.53 9.68
C: -23.61 -35.35 10.56
C: -24.24 -34.00 10.26
C: -24.97 -33.89 8.90
C: -26.06 -35.00 8.87
C: -25.53 -36.43 9.18
N: -24.67 -36.43 10.39
O: -24.22 -37.78 10.85
C: -26.84 -37.18 9.55
C: -24.92 -37.05 7.89
C: -23.14 -35.35 12.08
H: -22.52 -35.18 8.66
H: -22.07 -36.58 9.72
H: -21.53 -35.03 10.16
H: -24.97 -33.71 11.01
H: -23.47 -33.23 10.25
H: -24.29 -34.07 8.07
H: -25.42 -32.96 8.56
H: -26.47 -34.99 7.86
H: -26.93 -34.71 9.46
H: -27.34 -36.75 10.42
H: -27.53 -37.27 8.71
H: -26.47 -38.16 9.84
H: -25.62 -37.12 7.06
H: -23.98 -36.56 7.65
H: -24.62 -38.08 8.06
H: -22.57 -34.42 12.13
H: -22.53 -36.22 12.33
H: -24.00 -35.33 12.74
N: -31.26 -34.01 16.27
C: -32.41 -34.36 15.59
C: -32.40 -33.64 14.42
C: -31.17 -33.01 14.23
C: -30.53 -33.21 15.45
H: -31.00 -34.32 17.20
H: -33.14 -34.95 16.13
H: -33.22 -33.74 13.72
H: -30.85 -32.35 13.44
H: -29.56 -32.84 15.76